1.
This record from the OMol25 dataset describes an isolated ion of composition C3H4NO2S and charge +1 in a non-equilibrium geometry. The level of theory is ωB97M-V/def2-TZVPD.

Each line ends with the natural charge from an NBO analysis.
Cartesian coordinates (Å):
1 S 1.5501 -0.6912 -1.2653  2.1371
2 O 2.9074 -0.8447 -0.9208  -0.7843
3 O 0.9472 -0.9805 -2.5260  -0.7860
4 N -1.3848 0.3478 0.9361  -0.1660
5 C -1.5826 -0.1829 1.9361  0.4543
6 C -0.6165 0.7240 -0.2467  -0.2900
7 C 0.7659 0.2472 -0.1071  -0.6979
8 H -0.6338 1.8225 -0.4088  0.2863
9 H 1.1098 0.0637 0.8163  0.2446
10 H -1.6814 -0.7975 2.7968  0.3028
11 H -1.3812 0.2915 -1.0107  0.2991

The SMILES is C#[N+]CC=S(=O)=O. As for the charge: +1. The value obtained for the HOMO energy is -0.518 Ha. The calculation puts the energy above the lowest of the compared OMol25 structures with the same formula, charge and spin at 83.1 kcal per mole. For the lowest unoccupied orbital energy, the calculation gives -5.56 eV. The spin multiplicity is 1.

=====

2.
This record from the OMol25 dataset describes a single C5H9FI2O2SSi molecule in a non-equilibrium geometry. The level of theory is ωB97M-V/def2-TZVPD.

Each line ends with the natural charge from an NBO analysis.
Cartesian coordinates (Å):
1 I -3.2332 1.6538 -0.1501  0.1921
2 I -2.9413 -1.6717 -0.0190  0.1535
3 S 2.6097 -1.2797 -0.6884  0.5189
4 Si 0.4170 0.3594 -2.3286  1.7171
5 F -2.0358 0.1761 1.9860  -0.3773
6 O -0.7384 0.2065 -1.1965  -0.9367
7 O 1.9024 0.0629 -1.7167  -1.0671
8 C 1.6691 -1.0638 0.8630  -0.5532
9 C -2.0267 0.1330 0.6574  0.1144
10 C -0.5746 0.1948 0.2341  0.1398
11 C 0.0893 1.4476 0.7174  -0.6831
12 C 0.1463 -1.1554 0.6705  -0.4783
13 H 0.9405 1.5873 0.0091  0.2451
14 H 0.3245 1.3652 1.8597  0.2397
15 H -0.6001 2.4626 0.5671  0.2514
16 H 0.5316 1.6889 -2.8205  -0.2398
17 H 2.1589 -2.0720 1.3793  0.2492
18 H 2.0514 -0.2074 1.3962  0.2286
19 H -0.0619 -2.1505 0.1136  0.2708
20 H -0.3308 -0.4936 -3.3262  -0.2228
21 H -0.2980 -1.2439 1.7927  0.2375

As for the charge: 0. The value obtained for the HOMO energy is -0.331 Ha. The calculation puts the energy above the lowest of the compared OMol25 structures with the same formula, charge and spin at 0.0 kcal per mole. For the lowest unoccupied orbital energy, the calculation gives -0.02 eV. The spin multiplicity is 1.

=====

3.
This record from the OMol25 dataset describes C46H42BrN6O3S2W as an isolated structure in a non-equilibrium geometry. The level of theory is ωB97M-V/def2-TZVPD.

Each line ends with the Löwdin charge.
Cartesian coordinates (Å):
1 W -0.1075 0.0718 0.3314  1.5742
2 Br 1.5933 0.1746 3.5484  0.9264
3 S -2.4328 -1.8619 4.5035  1.0817
4 S 0.6434 0.0440 -2.1380  0.8970
5 O -1.0004 -1.7321 -0.3619  -0.2277
6 O -2.9226 2.7979 -1.6997  0.0616
7 O -1.8510 0.7360 -0.4024  -0.3380
8 N -1.2706 -1.8345 -2.6370  0.1315
9 N -0.8126 1.4586 1.8445  -0.1672
10 N -1.2555 -1.2810 2.3294  -0.0746
11 N 1.9982 -0.5839 0.4571  -0.0599
12 N 0.4925 -1.7602 -4.0541  -0.1102
13 N -2.0767 1.9674 1.4901  0.0620
14 C -4.0468 2.5234 -0.9932  -0.2572
15 C -1.6401 -0.7784 3.4707  -0.5252
16 C 6.2162 3.1809 4.3290  -0.0710
17 C -0.1758 -2.7858 -4.8721  -0.1939
18 C 3.3270 -4.4050 1.5850  -0.0595
19 C -1.7351 -1.8402 -1.4301  -0.3967
20 C 1.5284 -2.8266 1.2453  -0.0348
21 C -5.1780 -2.4700 0.0346  -0.0651
22 C 0.0815 -4.1939 -4.3622  -0.0629
23 C -6.4034 2.8867 -0.7005  -0.0740
24 C -4.0530 1.6366 0.0903  -0.1106
25 C 3.7985 -2.1980 0.7317  -0.1462
26 C 2.8855 0.3067 0.0552  -0.2523
27 C 4.4040 3.8371 2.9007  -0.0369
28 C 4.0298 2.2307 4.6543  -0.0557
29 C 1.2784 4.1546 -0.7470  -0.0539
30 C 1.2571 1.9562 3.0606  -0.6138
31 C 1.7713 -1.2561 -4.5687  -0.2389
32 C 4.2252 -3.4867 1.1348  -0.0203
33 C -2.2504 -3.1012 3.3456  -0.3546
34 C -3.2040 -2.0907 -1.3014  -0.1245
35 C -6.4312 1.9895 0.3619  -0.0886
36 C -5.3742 -2.2325 -2.3447  -0.0584
37 C 4.7126 -1.2283 0.2632  0.0203
38 C 2.6608 3.9764 -0.8312  -0.0684
39 C -4.0019 -2.0679 -2.4437  -0.0086
40 C 2.1409 2.9440 3.1335  -0.0654
41 C 1.9565 -4.0618 1.6308  -0.0459
42 C -1.6067 -2.6144 2.2603  -0.2830
43 C 0.9965 1.8328 -0.1545  -0.3567
44 C 1.5868 -0.1159 -5.5572  -0.0681
45 C -5.9672 -2.4366 -1.1050  -0.0670
46 C -3.8063 -2.2918 -0.0686  -0.0307
47 C 5.7382 3.9314 3.2634  -0.0678
48 C 3.5445 2.9740 3.5790  -0.2240
49 C -5.2508 1.3705 0.7431  -0.0432
50 C -2.7853 1.0204 0.5938  -0.3894
51 C 2.3736 1.6624 -0.2488  -0.2469
52 C 5.3601 2.3392 5.0285  -0.0655
53 C 4.2639 0.0005 -0.0717  0.0219
54 C 3.2088 2.7312 -0.5840  -0.0273
55 C -0.0786 2.2617 2.5048  -0.1680
56 C -0.0845 -1.2992 -2.9491  -0.6125
57 C 2.4385 -1.8499 0.7975  -0.2100
58 C 0.4545 3.0923 -0.4192  -0.0967
59 C -5.2244 3.1500 -1.3795  -0.0029
60 H 5.7639 -1.4796 0.1775  0.1293
61 H -1.2409 -2.5701 -4.8852  0.1133
62 H -5.1961 3.8321 -2.2194  0.1215
63 H 7.2543 3.2619 4.6247  0.1085
64 H -7.0389 -2.5700 -1.0294  0.1086
65 H -0.4276 -4.9212 -4.9957  0.0806
66 H 1.1479 -4.4283 -4.3676  0.0762
67 H -3.5369 -1.9064 -3.4071  0.1102
68 H 0.8459 5.1280 -0.9460  0.1118
69 H -7.3571 1.7745 0.8778  0.1006
70 H 0.2083 -2.6657 -5.8849  0.1183
71 H 5.2815 -3.7234 1.0815  0.1205
72 H -1.4602 0.2418 3.7693  0.0560
73 H 4.0217 4.4259 2.0739  0.1097
74 H 1.1537 0.7547 -5.0622  0.0667
75 H -0.6173 3.2482 -0.3659  0.0936
76 H 1.7723 3.8875 2.7302  0.1338
77 H 2.5501 0.1714 -5.9810  0.0819
78 H 3.6560 -5.3856 1.9016  0.1112
79 H -2.6190 2.2385 2.3037  0.1428
80 H -0.2941 -4.3036 -3.3445  0.0705
81 H 1.2326 -4.7915 1.9732  0.1122
82 H -0.4572 3.2754 2.6519  0.1539
83 H -3.2029 -2.3061 0.8192  0.0667
84 H 3.3024 4.8069 -1.0959  0.1087
85 H -3.0342 0.1075 1.1394  0.1133
86 H 3.3661 1.5939 5.2206  0.0797
87 H 2.2715 -2.1031 -5.0396  0.1221
88 H -5.9842 -2.1990 -3.2377  0.1085
89 H 6.3984 4.5995 2.7263  0.1083
90 H -5.2494 0.6613 1.5661  0.1125
91 H -7.3152 3.3802 -1.0128  0.1070
92 H -5.6308 -2.6272 1.0061  0.1075
93 H 0.9307 -0.4066 -6.3796  0.0768
94 H -2.6252 -4.0989 3.5071  0.0835
95 H 4.2807 2.6054 -0.6571  0.1047
96 H -2.2581 2.1188 -1.4693  0.0695
97 H 0.4843 -2.5878 1.2737  0.0377
98 H -1.3678 -3.1745 1.3707  0.1072
99 H 5.7280 1.7677 5.8710  0.1095
100 H 2.3801 -0.9416 -3.7249  0.0799
101 H 4.9434 0.7541 -0.4366  0.1090

As for the charge: +1. The value obtained for the HOMO energy (alpha / beta) is -0.369 / -0.373 Ha. The calculation puts the energy above the lowest of the compared OMol25 structures with the same formula, charge and spin at 12.0 kcal per mole. For the lowest unoccupied orbital energy (alpha / beta), the calculation gives -3.27 / -3.32 eV. The spin multiplicity is 3.

=====

4.
This record from the OMol25 dataset describes C11H11BCl2FeN6O2 as an isolated structure in a non-equilibrium geometry. The level of theory is ωB97M-V/def2-TZVPD.

Each line ends with the natural charge from an NBO analysis.
Cartesian coordinates (Å):
1 Fe -0.0793 -0.0996 1.1375  1.9832
2 Cl -0.9849 1.1559 5.9349  0.0337
3 Cl 1.4474 -0.4542 5.9383  0.0336
4 O -0.2904 -0.4356 3.3906  -0.7154
5 O 0.8999 1.3179 2.8477  -0.6843
6 N 1.3181 -0.1900 -1.5388  -0.3151
7 N -0.8416 -1.4318 -1.5384  -0.3223
8 N 1.5929 -0.2153 -0.2246  -0.4398
9 N -0.8483 1.0613 -1.5374  -0.3133
10 N -0.9708 -1.6634 -0.2209  -0.4411
11 N -1.0055 1.2900 -0.2236  -0.4445
12 C -1.9367 2.9763 -1.3362  -0.3182
13 C 0.3830 0.5664 3.6846  0.7553
14 C -1.6320 -2.8090 -0.0737  0.0027
15 C -1.6589 2.4451 -0.0843  0.0083
16 C -1.9417 -3.3367 -1.3216  -0.3225
17 C 2.4591 -0.1685 -2.2314  0.0511
18 C -1.4008 2.0583 -2.2321  0.0523
19 C 3.5200 -0.1747 -1.3336  -0.3189
20 C 0.5946 0.8987 5.1926  -0.3335
21 C -1.4166 -2.4229 -2.2263  0.0428
22 C 2.9187 -0.2021 -0.0822  0.0093
23 B -0.1246 -0.1878 -2.0809  0.5258
24 H -1.8509 -3.1921 0.9038  0.2364
25 H -1.8914 2.8289 0.8905  0.2383
26 H -2.4488 3.8884 -1.5600  0.2585
27 H -1.3920 2.0716 -3.3031  0.2452
28 H 2.4684 -0.1526 -3.3024  0.2447
29 H -1.4262 -2.4347 -3.2973  0.2430
30 H -0.1223 -0.1811 -3.2574  -0.0048
31 H 3.3644 -0.2120 0.8935  0.2393
32 H 4.5664 -0.1608 -1.5548  0.2581
33 H -2.4674 -4.2435 -1.5376  0.2567
34 H 1.1975 1.8094 5.2860  0.2554

As for the charge: +1. The value obtained for the HOMO energy (alpha / beta) is -0.481 / -0.478 Ha. The calculation puts the energy above the lowest of the compared OMol25 structures with the same formula, charge and spin at 31.7 kcal per mole. For the lowest unoccupied orbital energy (alpha / beta), the calculation gives -2.79 / -6.83 eV. The spin multiplicity is 6.

=====

5.
This record from the OMol25 dataset describes an isolated ion of composition C4H10NO and charge -1 in a non-equilibrium geometry. The level of theory is ωB97M-V/def2-TZVPD.

Each line ends with the natural charge from an NBO analysis.
Cartesian coordinates (Å):
1 O -0.1733 -1.3527 -2.6922  -0.9446
2 N 0.3414 0.4728 -0.4937  -0.6643
3 C -0.0501 -1.8012 -1.4262  -0.0458
4 C -0.5723 0.8500 0.6107  -0.2294
5 C 0.7442 -0.9410 -0.3739  -0.2668
6 C 0.0299 1.9331 1.5137  -0.6084
7 H -1.0552 -2.1983 -1.1001  0.0788
8 H -1.5085 1.2714 0.2335  0.1672
9 H 0.8072 1.6131 2.2448  0.1904
10 H -0.9368 -0.0183 1.1117  0.1672
11 H -0.2507 0.2701 -1.3027  0.3966
12 H -0.8165 2.3482 2.1793  0.1770
13 H 1.8586 -0.9286 -0.6232  0.1602
14 H 0.4669 2.7252 0.8581  0.2110
15 H 0.4765 -2.8168 -1.3051  0.0536
16 H 0.6386 -1.4270 0.5653  0.1575

The SMILES is CCNCC[O-]. As for the charge: -1. The value obtained for the HOMO energy is -0.086 Ha. The calculation puts the energy above the lowest of the compared OMol25 structures with the same formula, charge and spin at 28.6 kcal per mole. For the lowest unoccupied orbital energy, the calculation gives 3.98 eV. The spin multiplicity is 1.

=====

6.
This record from the OMol25 dataset describes an isolated ion of composition C6H8ClF2N4 and charge +1 in a non-equilibrium geometry. The level of theory is ωB97M-V/def2-TZVPD.

Each line ends with the natural charge from an NBO analysis.
Cartesian coordinates (Å):
1 Cl 1.7165 3.7372 -0.1367  0.1034
2 F -2.5170 -0.0862 -0.7145  -0.3448
3 F -2.6248 1.1514 1.1492  -0.3087
4 N 0.4466 -1.6859 -1.6686  -0.7439
5 N 0.1269 0.0795 -0.1239  -0.3157
6 N -0.2173 -0.5122 2.1395  -0.8346
7 N 2.2786 1.3422 -1.1922  -0.2985
8 C 1.4582 2.0503 -0.3826  0.0999
9 C 0.7656 -0.5229 -1.1455  0.4063
10 C -2.2842 -0.0852 0.6940  0.5621
11 C -0.8403 -0.5977 0.9258  0.0929
12 C 0.4560 1.3658 0.2933  0.0117
13 C 1.9183 0.1606 -1.5745  0.0211
14 H -0.2338 1.9394 1.0253  0.2761
15 H 0.4221 -1.2215 2.4367  0.4110
16 H -0.4968 -0.0492 2.9612  0.4211
17 H -0.7066 -1.6476 0.3894  0.2145
18 H 2.5483 -0.4270 -2.2479  0.2128
19 H -0.3953 -2.1483 -1.6058  0.4213
20 H 1.0864 -2.1271 -2.3675  0.4352
21 H -2.9075 -0.7156 1.1452  0.1569

The SMILES is N[C@@H](C(F)F)n1cc(Cl)ncc1=[NH2+]. As for the charge: +1. The value obtained for the HOMO energy is -0.482 Ha. The calculation puts the energy above the lowest of the compared OMol25 structures with the same formula, charge and spin at 0.0 kcal per mole. For the lowest unoccupied orbital energy, the calculation gives -4.48 eV. The spin multiplicity is 1.